17
Properties=species:S:1:pos:R:3:forces:R:3 method="wB97M-V/def2-TZVPD" e_homo_ev="-8.03 / -8.03" de_lowest_kj_mol=655.3 e_tot_ev=-20708.24078 homo_lumo_gap_ev="8.03 / 8.03"
S -1.0275 0.4927 0.6392 1.1984 1.2924 1.7366
O 0.5273 -0.5504 1.2834 -1.3442 -1.5873 0.6229
O -0.9051 0.4360 -1.7605 -0.2197 0.7304 -0.5178
N -1.8155 0.4450 -0.6972 0.6087 -1.9144 -0.6975
C 1.4410 -0.3358 -0.9497 -0.4625 -0.5355 1.3924
C -2.3416 -0.2192 1.6870 0.1873 0.8941 -1.9435
C 0.4908 0.7021 -1.5850 0.8849 -0.3086 -1.7329
C 1.7551 -0.3499 0.6333 -2.1569 1.7699 -1.9074
H 0.9823 -1.3677 -1.1710 1.1337 1.3547 0.0814
H 0.7827 1.7155 -1.3443 -0.4855 0.5076 0.6690
H -3.2729 0.3005 1.4780 0.0755 -0.0188 -0.2718
H 2.5102 -1.0946 0.7682 0.0532 -1.1260 0.4358
H -2.0601 -0.0316 2.6596 0.6435 0.1046 2.2208
H 0.8340 0.6203 -2.6472 -0.7086 0.2120 0.5613
H 2.3292 -0.0682 -1.5345 0.3007 -0.9186 0.2856
H -2.3827 -1.2481 1.4285 -0.1112 -0.8637 -0.0245
H 2.1528 0.5535 1.1122 0.4028 0.4071 -0.9104

***

13
Properties=species:S:1:pos:R:3:forces:R:3 method="wB97M-V/def2-TZVPD" e_homo_ev=-9.10 de_lowest_kj_mol=282.2 e_tot_ev=-7796.71914 smiles=O[C@H]1C[C@H]2N[C@@H]12 homo_lumo_gap_ev=10.00
O 2.0784 0.4199 0.3769 0.1060 0.3623 0.1578
N -1.1274 0.2527 1.1588 0.0034 0.0841 0.0480
C -1.0969 -0.4729 -0.1154 -0.2706 -0.3044 -0.1043
C 0.8905 0.1885 -0.3205 -0.2082 -0.0914 -0.1535
C 0.2507 -1.1974 -0.1204 -0.0009 -0.1271 -0.0423
C -0.4459 0.8575 -0.0034 -0.0238 0.3219 -0.1283
H 0.4724 -1.6175 0.8645 -0.0427 0.0004 -0.1775
H -1.9946 -0.7413 -0.6584 0.0415 0.0388 0.1502
H 0.4389 -1.9288 -0.9068 -0.0087 0.1418 0.0416
H -2.0469 0.6939 1.2388 0.3094 0.0361 -0.0149
H 2.3179 1.3508 0.2757 0.0099 -0.2171 0.0541
H 0.9987 0.3648 -1.4024 0.2587 -0.0869 0.1225
H -0.7358 1.8298 -0.3875 -0.1742 -0.1585 0.0466

***

62
Properties=species:S:1:pos:R:3:forces:R:3 method="wB97M-V/def2-TZVPD" e_homo_ev=-17.21 total_charge=+3 de_lowest_kj_mol=0.0 e_tot_ev=-69766.40817 homo_lumo_gap_ev=5.60
Pd 0.3931 -0.6634 0.5661 0.0574 0.1816 0.2244
S 2.5480 -0.7210 1.3312 0.0051 0.0631 -0.0117
S 4.4782 1.5537 0.9824 -0.0417 0.0055 0.0392
S 0.2498 -1.7717 -2.3593 0.1040 0.0002 0.0605
O 1.1726 -1.2921 -1.1535 -0.1314 -0.0705 -0.1211
O -0.2108 0.0986 2.2957 -0.1614 0.0722 -0.0199
N -1.5216 -0.1280 -0.2576 0.0421 0.0090 -0.0549
N -0.2213 -1.9091 3.4203 0.0162 -0.0866 0.0455
N 0.8195 1.1649 -0.0037 -0.0914 -0.0751 0.0557
N -0.4617 0.1466 4.5161 0.0172 -0.0240 -0.0284
N 2.0408 1.6548 0.1580 0.1123 0.0699 -0.0661
C -0.0134 -0.3559 -3.3547 0.0045 -0.0092 0.0067
C 0.9900 0.5889 -3.5647 0.0061 0.0225 0.0031
C -3.8108 -0.1909 -0.8986 0.0108 0.0200 0.0026
C 1.4773 -2.6943 -3.2655 -0.0282 0.0016 -0.0088
C 0.3419 -2.6886 4.5403 0.0435 0.0333 -0.0134
C -1.2547 -0.2497 -3.9750 -0.0291 0.0166 0.0129
C -0.7576 2.9249 -5.9949 -0.0035 -0.0026 0.0120
C 2.9144 0.9004 0.7595 -0.0017 -0.0585 0.0233
C -0.1722 1.8190 -0.4938 0.0666 0.0310 0.0011
C 5.3608 0.2380 1.8501 -0.0057 0.0092 0.0019
C -0.2244 1.5959 4.5085 0.0295 0.0060 0.0182
C 0.7290 1.6545 -4.4047 0.0053 -0.0098 0.0007
C -2.5608 1.8354 -1.1499 -0.0057 -0.0091 0.0087
C -0.2901 -0.5571 3.4161 -0.0806 0.0474 0.0649
C -1.1434 -0.3718 5.7135 0.0172 -0.0169 0.0122
C -3.7605 1.1383 -1.2758 -0.0187 -0.0150 -0.0098
C -0.4536 -2.6075 2.1937 0.0450 0.2284 0.0537
C -1.4650 1.1717 -0.6377 -0.0184 -0.0194 -0.0490
C -2.6633 -0.7930 -0.3920 0.0069 -0.0023 0.0147
C -1.4858 0.8149 -4.8311 -0.0011 -0.0051 -0.0054
C -0.5035 1.7798 -5.0614 0.0049 0.0029 -0.0048
H -0.4259 -3.2753 5.0400 -0.0054 0.0070 0.0072
H 0.1692 3.3005 -6.4237 0.0024 -0.0038 -0.0006
H 1.7593 -3.5554 -2.6633 0.0011 -0.0031 -0.0042
H -1.8330 0.3977 6.0543 -0.0163 -0.0094 -0.0156
H 0.0030 2.8488 -0.7876 -0.0047 0.0031 -0.0025
H -1.4241 2.6330 -6.8044 -0.0003 -0.0031 0.0018
H -2.4351 0.8884 -5.3472 0.0038 -0.0037 0.0061
H 6.2908 0.7065 2.1693 0.0171 -0.0134 -0.0304
H 5.5869 -0.5910 1.1839 -0.0109 -0.0068 0.0010
H 0.8166 -2.0206 5.2498 0.0038 0.0265 0.0157
H 0.5328 1.8499 3.7739 0.0005 -0.0008 -0.0003
H 4.8219 -0.0838 2.7391 0.0118 0.0165 0.0083
H -1.4503 -2.4564 1.7865 0.0155 0.0179 -0.0361
H 1.9580 0.4892 -3.0873 -0.0014 -0.0005 -0.0031
H -1.2325 3.7520 -5.4619 0.0016 -0.0038 0.0023
H -1.7149 -1.2629 5.4728 0.0165 -0.0251 -0.0036
H -2.4827 2.8744 -1.4411 0.0035 -0.0004 -0.0012
H -0.2625 -3.6715 2.3163 -0.0552 -0.0163 -0.0093
H -2.0186 -1.0032 -3.8179 -0.0037 0.0036 -0.0014
H -0.4369 -0.5817 6.5145 0.0152 0.0141 -0.0023
H -2.6690 -1.8341 -0.0946 -0.0033 -0.0056 -0.0052
H -1.1475 2.1313 4.2873 -0.0027 -0.0024 -0.0043
H 1.5031 2.3891 -4.5892 -0.0019 -0.0039 0.0031
H 0.3542 -2.3378 1.4236 0.0327 -0.3895 -0.2005
H 1.1074 -3.3566 4.1466 -0.0079 -0.0078 -0.0040
H 0.1244 1.8821 5.4980 -0.0039 -0.0028 0.0015
H -4.7217 -0.7670 -0.9853 0.0040 -0.0053 -0.0001
H 2.3273 -2.0469 -3.4722 0.0027 -0.0001 0.0087
H -4.6398 1.6328 -1.6673 0.0008 -0.0008 0.0034
H 0.9987 -3.0175 -4.1909 0.0084 0.0036 -0.0029

***

122
Properties=species:S:1:pos:R:3:forces:R:3 method="wB97M-V/def2-TZVPD" e_homo_ev=-2.19 total_charge=-2 e_tot_ev=-230561.68132 homo_lumo_gap_ev=5.69
I -3.3481 0.0899 0.1542 -0.3065 -0.3654 -0.0105
Te 0.5734 -3.0347 2.0698 -0.5411 0.1762 0.3707
Sn 0.5284 0.2229 0.0396 0.4735 -0.1296 -0.0329
Ge -0.7413 2.5520 2.9011 -0.0535 0.2950 0.1288
Cl -3.7414 -0.4497 -4.5632 -0.4058 -0.2218 -0.1919
Cl -0.7964 4.9485 3.3251 -0.0587 -0.3197 0.3000
Cl -1.7951 1.5715 -5.2125 0.1914 0.3307 -0.2472
Cl 0.7097 2.2290 4.6293 0.0792 0.0785 0.0021
Cl -2.7181 2.1489 4.0651 -0.0680 0.0644 -0.0582
S -2.3969 7.3015 0.4041 0.3883 0.2927 0.2833
F 2.6632 -1.6498 -1.5956 0.2337 -0.4498 0.2037
F 2.5923 0.3732 -2.4047 0.1410 0.5178 -0.0846
O -2.6962 6.6490 -0.8449 -0.1627 -0.2859 0.1377
O 2.5958 1.6971 0.1211 0.0649 -0.2924 0.1709
O -2.2156 -2.5596 1.6485 -0.4005 0.1564 -0.5408
O -2.3365 5.0369 -3.4555 -0.2818 -0.0966 -0.0618
O -0.9390 6.6505 -3.1701 -0.0331 0.2422 -0.1485
O -1.2450 0.2704 -1.9690 0.3245 0.3865 0.5585
O 3.7477 -0.4386 0.8972 0.4938 0.4667 -0.0790
O -0.8703 -1.0699 -3.7229 0.3545 -0.6867 -0.5481
O -2.7468 8.7036 0.4884 -0.0294 0.1287 0.3272
N -1.4271 5.5709 -2.8581 0.1606 -0.0703 -0.5304
N 0.0518 3.2143 -0.5883 0.3790 0.1183 0.2644
N 1.7113 -1.3928 1.2547 -0.5871 0.0927 -0.3159
N 0.0192 5.4086 -0.8681 -0.0981 -0.0446 -0.3412
C -2.3810 -3.4018 -2.3687 0.0703 0.1144 0.1572
C -0.7140 -5.1543 4.2950 0.1390 0.2111 -0.0006
C 5.7698 -3.4717 2.7278 0.0783 -0.0047 0.0980
C -1.9517 -5.4089 0.7379 0.0339 -0.0762 0.0343
C -2.2827 -2.5538 -1.2202 0.1905 -0.2247 -0.2870
C 0.1810 6.7989 -0.5221 -0.0643 0.5246 -0.0484
C -2.4325 -6.6661 2.7906 0.0312 -0.0102 0.1491
C -2.5308 -1.9730 2.9306 -0.5300 0.1738 1.2434
C -1.4078 -0.1595 -3.1266 -0.8274 0.6082 -0.4965
C -0.0143 -3.8040 -2.3047 -0.3185 -0.2224 -0.3048
C -0.9533 -2.1096 0.9124 0.6403 -0.1320 -0.0654
C 0.2985 -4.4623 5.1619 -0.0450 -0.0430 0.1303
C -0.9635 -0.4410 5.9476 -0.0170 -0.2806 0.0587
C -0.9197 -4.7497 2.9651 0.0383 -0.1609 0.1049
C -4.7027 6.5908 1.6004 -0.0769 0.1526 -0.1734
C -3.6251 -3.6080 -2.9993 -0.2953 0.0107 0.1197
C -3.2121 6.4167 1.7591 0.3265 0.3494 -0.6307
C 3.7994 -2.6313 1.6205 0.4300 0.0678 -0.1987
C -0.5958 7.1727 0.7347 -0.6713 -0.1937 -0.0822
C -1.2316 -4.0075 -2.8966 0.3091 -0.1748 0.0672
C -4.7401 -2.9451 -2.5809 0.1112 -0.2219 -0.1533
C 1.7789 -0.6150 -1.8452 -0.7465 0.0392 0.1901
C -2.2699 -6.9993 4.1236 -0.0056 -0.0054 0.0239
C -0.7905 3.4917 -1.5958 -0.3249 0.8583 -0.5084
C -2.5358 0.6495 -3.9018 0.4428 -0.0304 0.4735
C -1.4363 0.3193 7.1447 0.0059 0.0884 -0.0910
C -1.8491 -0.8696 4.9793 0.1537 -0.1761 -0.0727
C -1.7645 -5.5884 2.2194 0.0041 0.1779 -0.2488
C 0.3890 -0.6850 5.7565 -0.2380 -0.2164 -0.1445
C 3.0208 -1.4023 1.2133 -0.2204 -0.5189 0.0926
C -1.4106 -1.5658 3.8547 0.0642 -0.1452 -0.3958
C -1.3845 -6.2332 4.8600 -0.1172 -0.1060 -0.0281
C -3.4158 -1.7419 -0.9651 -0.5045 0.5312 0.3277
C 5.4797 -4.7480 2.2728 0.0309 -0.1586 0.0102
C 0.0427 -3.1723 -1.0695 -0.1529 0.2825 0.3103
C -2.9876 -8.1766 4.7216 -0.0091 0.0716 -0.0418
C -0.0634 -1.8373 3.6928 0.0795 0.1108 0.1311
C 0.5277 4.3704 -0.1595 -0.0453 -0.1487 -0.2859
C -0.8323 4.8570 -1.8076 0.3483 -1.1220 0.7369
C 3.5320 -3.9071 1.1419 0.1151 0.1201 -0.1054
C -1.0686 -2.6107 -0.4591 0.2269 -0.1488 -0.1316
C -4.6141 -1.9546 -1.6022 0.0846 0.1829 0.3593
C 4.3688 -4.9616 1.4734 0.0541 -0.1643 -0.0034
C 2.3148 -1.5733 4.4680 0.1045 0.0229 0.0496
C 0.8478 -1.3632 4.6413 0.1487 0.0083 0.0209
C 4.9341 -2.4231 2.4003 -0.0419 -0.0101 0.0360
C 1.5645 4.5302 0.8760 0.0322 0.0788 0.3311
H -2.9183 -2.2654 1.0227 -0.1879 -0.1534 0.1571
H -3.1527 -1.0804 2.7841 0.1381 -0.2791 -0.2467
H -1.2141 1.3734 6.9855 -0.0164 0.1587 0.0727
H -2.8291 6.8543 2.6753 0.0986 -0.0604 0.1212
H -3.6730 -4.3023 -3.8276 0.0336 0.0000 -0.0752
H 5.1569 -1.4139 2.7162 0.0152 0.0491 -0.0083
H 1.2495 6.9825 -0.3609 -0.1983 0.0657 0.0261
H 0.9803 -3.1307 -0.5298 0.1204 -0.0334 -0.1974
H -2.6172 -8.3902 5.7227 -0.0003 -0.0433 0.0612
H -3.0501 1.3571 -3.2494 0.1228 -0.1701 -0.1079
H -2.8493 -9.0642 4.1037 -0.0232 -0.0816 0.0130
H 0.8870 -4.2007 -2.7460 0.1182 -0.0275 -0.0198
H -0.1622 7.4024 -1.3668 0.2631 -0.1748 0.1764
H -0.9324 -0.0128 8.0526 0.0275 0.0047 0.0297
H 6.6635 -3.2951 3.3139 -0.0237 0.0034 0.0641
H -3.1180 -2.7530 3.4349 0.0825 0.1368 -0.2164
H 1.9773 3.5457 1.0815 0.0866 0.0585 -0.0277
H -2.8998 -0.6443 5.0840 -0.1530 0.0506 0.0042
H -4.9550 7.6482 1.6294 -0.1407 0.0607 0.0235
H 2.5958 -1.3096 3.4548 0.1045 0.0888 0.1053
H 4.1687 -5.9538 1.0914 -0.0499 -0.0393 -0.0320
H -5.2332 6.0704 2.3931 0.0054 -0.0618 0.0721
H -5.4558 -1.3155 -1.3849 -0.0340 0.0944 0.0202
H 3.1228 0.8925 0.4397 0.0140 0.1337 0.0415
H 1.1520 4.9414 1.7978 0.0596 0.0220 -0.0150
H -5.6958 -3.0927 -3.0614 -0.0759 -0.0488 -0.0621
H 2.7050 -4.0647 0.4613 0.0640 -0.0293 0.0089
H -2.5099 0.2122 7.2739 -0.1033 0.0294 0.0514
H -3.0771 -7.2766 2.1680 -0.0488 -0.0652 -0.1006
H -0.2981 8.1519 1.1007 -0.0523 0.0488 0.0533
H -2.9001 5.3794 1.6900 0.1083 -0.0381 0.0541
H -1.2641 2.7058 -2.1426 -0.2497 -0.2217 -0.2265
H -1.1306 -4.8435 0.3067 -0.1419 -0.0536 -0.1019
H -0.1236 -3.5756 5.6350 0.0981 0.0547 0.0204
H -1.1902 -6.4937 5.8950 0.0446 -0.0204 0.0757
H 1.1560 -4.1634 4.5579 0.0810 0.0144 0.2324
H -2.8937 -4.9056 0.5102 0.0326 0.1063 -0.1000
H -4.0594 -7.9845 4.7888 -0.0714 -0.0350 0.0328
H -1.9831 -6.3829 0.2503 -0.0131 -0.0517 -0.0872
H 0.6438 -5.1340 5.9493 0.0787 0.0038 0.0011
H 1.0951 -0.3159 6.4863 0.1384 0.0423 0.0225
H 2.6094 -2.6087 4.6437 0.0330 -0.1206 -0.0205
H 1.1417 -0.9677 -2.6663 0.0084 0.1354 0.1963
H 2.7687 1.7195 -0.8254 0.0162 0.0194 -0.2800
H 2.3515 5.1975 0.5218 0.1319 -0.0373 -0.0076
H 2.8725 -0.9463 5.1571 0.0866 0.0739 0.0809
H -1.3441 -4.6076 -3.7874 0.0964 -0.0208 -0.1231
H -5.0132 6.1870 0.6407 -0.1643 -0.0538 -0.0699
H -0.4931 6.4258 1.5235 0.1083 0.0731 0.0146
H 6.1319 -5.5716 2.5303 0.0316 -0.0813 -0.0210